Computed, not measured: 2 unconnected molecules or ions with the total composition H2NOS2, with ωB97M-V/def2-TZVPD.

Multiplicity ... 1
Energy ... -927.5436 Ha
Charge ... -1
Energy above the lowest of the compared OMol25 structures with the same formula, charge and spin ... 1.162 eV

Element x y z (Å)
N (0.85413, 0.52140, 1.56900)
O (1.37967, 0.53483, 2.67074)
S (-0.50123, 0.35631, -2.06619)
S (-0.19105, -0.71604, 1.21422)
H (-0.56224, 0.01455, -0.73256)
H (-0.97928, -0.71105, -2.65520)